{"formula": "C5H11NO2S", "method": "wB97M-V/def2-TZVPD", "e_tot_ha": -800.3682, "relative_energy_kj_mol": 497.4, "spin_multiplicity": 1, "smiles": "CONC(=O)[C@@H](C)CS", "gap_ev": 9.3878, "species": ["C", "O", "N", "C", "O", "C", "C", "C", "S", "H", "H", "H", "H", "H", "H", "H", "H", "H", "H", "H"], "positions_angstrom": [[-1.20553, -0.23522, 2.23642], [-1.18376, 0.54918, 1.03150], [-1.52964, -0.36277, 0.00389], [-0.86095, -0.08176, -1.27640], [-1.47879, -0.13726, -2.35427], [0.63637, 0.17275, -1.29265], [1.17029, 1.63382, -1.02012], [1.35764, -0.67664, -0.24488], [0.84583, -2.31802, -0.00087], [-2.17122, -1.01995, 2.20251], [-0.02975, -0.78328, 2.54206], [-1.34262, 0.66361, 3.09968], [-2.45670, -0.10884, -0.11441], [1.13761, -0.20747, -2.24900], [0.67584, 1.96094, -0.04476], [2.32842, 1.61182, -0.79603], [1.08636, 2.44898, -1.80704], [2.52225, -0.61665, -0.43073], [1.07799, -0.29733, 0.73160], [-0.57962, -2.19591, -0.21650]], "forces_ev_per_angstrom": [[0.77, 0.56, 3.07], [0.76, -1.37, 0.98], [1.87, 1.05, -2.03], [-1.02, 0.46, -2.30], [0.94, -0.12, 3.21], [2.65, -0.15, -0.74], [0.79, 0.81, 1.09], [1.21, 1.55, 0.73], [-1.79, -2.93, -0.91], [2.93, 2.06, 0.34], [-3.84, 1.33, -1.26], [0.15, -2.80, -2.17], [-2.54, -0.03, -0.87], [-1.60, 0.66, 0.73], [0.70, -0.06, -1.35], [-2.26, -0.29, -0.42], [-0.48, -1.34, 0.77], [-2.44, -0.31, 0.55], [0.86, 1.05, 0.15], [2.36, -0.14, 0.45]]}

=====

{"formula": "C17H35BNO8P", "method": "wB97M-V/def2-TZVPD", "e_tot_ha": -1691.5811, "spin_multiplicity": 1, "smiles": "C=CCN(B(C)O)C(=O)OP(O)O.C1CCOC1.C1CCOC1.C1CCOC1", "gap_ev": 7.5271, "species": ["C", "C", "C", "N", "B", "C", "O", "C", "O", "O", "P", "O", "O", "H", "H", "H", "H", "H", "H", "H", "H", "H", "H", "H", "C", "C", "C", "O", "C", "H", "H", "H", "H", "H", "H", "H", "H", "C", "C", "C", "O", "C", "H", "H", "H", "H", "H", "H", "H", "H", "C", "C", "C", "O", "C", "H", "H", "H", "H", "H", "H", "H", "H"], "positions_angstrom": [[-3.74874, 0.34032, 1.57935], [-3.15930, -0.06727, 0.39886], [-2.27135, -1.29087, 0.32446], [-0.86656, -1.05312, 0.85072], [0.10256, -2.13789, 0.43748], [1.11002, -2.73376, 1.47548], [0.10155, -2.65731, -0.81555], [-0.45297, 0.16628, 0.27018], [-0.28054, 0.36897, -0.91012], [-0.22987, 1.17762, 1.17999], [1.42346, 1.16452, 1.54899], [1.46626, 1.67859, 3.08150], [2.04194, 2.42974, 0.74223], [-3.10557, 0.77061, 2.34496], [-4.79905, 0.20757, 1.80302], [-3.28361, 0.51956, -0.50531], [-2.73204, -2.10830, 0.85552], [-2.19876, -1.51069, -0.73984], [1.98782, -2.10113, 1.58964], [0.63398, -2.82860, 2.44825], [1.47118, -3.70311, 1.13661], [-0.27138, -2.04749, -1.46173], [0.73608, 1.24102, 3.53474], [1.75081, 2.32932, -0.17288], [1.65221, -7.85849, 1.26296], [3.16172, -8.06713, 1.20941], [3.65774, -6.65793, 0.91707], [2.72038, -5.76061, 1.52004], [1.55349, -6.48729, 1.91660], [1.12012, -8.63040, 1.81670], [1.24425, -7.82263, 0.25039], [3.52643, -8.39971, 2.18387], [3.48083, -8.79180, 0.46210], [3.67873, -6.45918, -0.15972], [4.65123, -6.46691, 1.32351], [1.55357, -6.56745, 3.00916], [0.66385, -5.93556, 1.61036], [-6.83560, 4.16413, -0.67869], [-6.06074, 3.68513, -1.90244], [-4.73455, 3.26608, -1.28314], [-5.02840, 2.81815, 0.04308], [-6.36739, 3.18239, 0.38655], [-7.91613, 4.16001, -0.81210], [-6.52836, 5.17887, -0.41638], [-6.55991, 2.81984, -2.34430], [-5.94603, 4.44250, -2.67605], [-4.04231, 4.11197, -1.21483], [-4.24499, 2.46269, -1.83566], [-6.98153, 2.27488, 0.38668], [-6.37920, 3.60797, 1.39036], [3.68660, 4.23189, -1.62842], [4.28917, 5.60016, -1.93104], [5.74624, 5.24262, -2.19214], [5.74873, 3.92393, -2.74385], [4.45635, 3.33496, -2.58885], [2.60768, 4.18548, -1.77704], [3.90120, 3.94959, -0.59617], [3.83591, 6.01653, -2.83361], [4.16755, 6.32286, -1.12599], [6.32366, 5.22723, -1.26154], [6.23210, 5.92601, -2.88919], [3.97433, 3.30095, -3.57240], [4.56515, 2.31362, -2.22184]], "forces_ev_per_angstrom": [[0.66, -0.21, -0.39], [-0.39, 0.14, 0.71], [1.83, 1.78, -0.20], [-0.19, 0.04, -0.49], [0.37, -0.35, 0.64], [-0.40, -0.26, -0.28], [0.14, 0.22, -0.17], [-0.06, 0.37, -0.21], [-0.12, -0.14, 0.55], [0.45, 0.16, 0.12], [0.90, -1.53, -0.42], [-0.46, 0.68, -0.59], [-0.63, 0.33, 0.70], [0.20, -1.87, 1.07], [-0.54, 2.00, -0.72], [-1.61, -1.10, -0.67], [0.10, -0.19, 0.18], [-0.27, -0.31, -0.11], [0.04, 0.23, 0.03], [0.07, -0.01, 0.21], [0.08, -0.06, 0.09], [-0.27, -0.03, -0.13], [-0.04, 0.01, 0.36], [0.12, 0.14, -0.26], [-0.02, 0.02, -0.14], [0.02, -0.02, 0.14], [-0.02, 0.08, -0.14], [-0.03, -0.21, -0.01], [0.06, 0.02, 0.15], [0.01, 0.01, 0.03], [-0.02, 0.00, 0.01], [0.02, 0.00, -0.01], [-0.01, 0.01, -0.02], [0.05, -0.05, -0.01], [-0.02, 0.07, 0.02], [-0.07, -0.03, 0.00], [0.03, 0.06, -0.01], [0.07, 0.11, 0.02], [-0.07, -0.12, -0.02], [0.07, 0.12, 0.08], [-0.07, 0.07, -0.11], [-0.03, -0.15, -0.03], [-0.01, -0.03, -0.01], [-0.01, 0.00, 0.01], [0.01, 0.00, -0.01], [0.02, 0.02, 0.01], [0.01, 0.00, -0.08], [0.02, -0.03, 0.05], [-0.06, 0.04, 0.02], [0.06, -0.02, 0.02], [0.09, -0.04, 0.15], [-0.07, 0.01, -0.15], [0.05, -0.07, 0.13], [-0.06, 0.03, 0.04], [-0.05, 0.07, -0.16], [0.00, 0.03, -0.04], [-0.03, -0.01, 0.00], [0.01, 0.02, 0.00], [0.01, -0.02, 0.03], [-0.01, 0.07, 0.01], [0.03, -0.05, -0.04], [-0.06, -0.04, 0.03], [0.08, 0.00, -0.01]]}

=====

{"formula": "C27H42BClFeN7O6P", "method": "wB97M-V/def2-TZVPD", "e_tot_ha": -3979.0717, "relative_energy_kj_mol": 0.0, "spin_multiplicity": 1, "gap_ev": [8.5240, 8.5231], "species": ["Fe", "B", "N", "C", "C", "C", "N", "N", "C", "C", "C", "N", "H", "H", "H", "H", "H", "H", "H", "H", "C", "C", "C", "C", "C", "O", "C", "C", "C", "C", "C", "C", "Cl", "C", "C", "C", "N", "C", "N", "C", "N", "H", "H", "H", "H", "H", "H", "H", "H", "H", "H", "H", "H", "H", "H", "H", "H", "H", "H", "H", "H", "H", "H", "C", "C", "O", "O", "H", "H", "H", "C", "O", "P", "O", "C", "O", "C", "H", "H", "H", "H", "H", "H", "H", "H", "H"], "positions_angstrom": [[0.34298, 0.15080, -0.13522], [-1.69531, -2.48932, 0.46904], [-0.16363, -2.75679, 0.47499], [0.41975, -3.95297, 0.59658], [1.75365, -3.83252, 0.25539], [1.90087, -2.48768, -0.07184], [0.73511, -1.84106, 0.05888], [-1.95161, -1.18067, 1.25428], [-2.92946, -0.94490, 2.13472], [-2.94544, 0.40629, 2.42955], [-1.91386, 0.93138, 1.65636], [-1.33300, -0.03313, 0.93208], [-2.24556, -3.39749, 1.03990], [-2.07900, -2.34718, -0.66942], [-0.16118, -4.80279, 0.91218], [2.50769, -4.59953, 0.25156], [2.77506, -1.97063, -0.42034], [-3.53361, -1.75952, 2.49565], [-3.59190, 0.92697, 3.11328], [-1.54745, 1.94226, 1.62250], [0.56605, 8.36782, 1.50041], [-0.06985, 7.07500, 2.02116], [-0.44168, 7.27505, 3.49593], [-1.37001, 6.80334, 1.25664], [0.90719, 5.86548, 1.86922], [0.31836, 4.69785, 2.42629], [2.27689, 6.15097, 2.51558], [3.12143, 4.89933, 2.79498], [2.70668, 4.13757, 4.03479], [2.25822, 2.82190, 3.96433], [1.87523, 2.13299, 5.10592], [1.94194, 2.76812, 6.33404], [1.45650, 1.91753, 7.77093], [2.38832, 4.07527, 6.43605], [2.76799, 4.74915, 5.28498], [1.15989, 5.51687, 0.36580], [0.54294, 4.27863, -0.06042], [0.98755, 3.04706, 0.14707], [0.09517, 2.16457, -0.27442], [-0.91086, 2.95629, -0.74518], [-0.67980, 4.23973, -0.63276], [-0.16919, 9.17342, 1.53748], [0.89731, 8.28436, 0.46306], [1.42043, 8.67629, 2.10483], [-1.14832, 8.10240, 3.57687], [0.41449, 7.52307, 4.12467], [-0.93486, 6.39374, 3.90956], [-2.08648, 7.59877, 1.46952], [-1.80953, 5.85341, 1.55990], [-1.22852, 6.76944, 0.17654], [0.39819, 4.72691, 3.38612], [2.14469, 6.69118, 3.45365], [2.82844, 6.82233, 1.85316], [4.16186, 5.21263, 2.91392], [3.10158, 4.22314, 1.93699], [2.17641, 2.31237, 3.01107], [1.52274, 1.11302, 5.03595], [2.44226, 4.55395, 7.40401], [3.12812, 5.76857, 5.37104], [2.22880, 5.41835, 0.18076], [0.77821, 6.29154, -0.29173], [1.91924, 2.82585, 0.63024], [-1.81566, 2.57150, -1.17731], [4.14838, 0.57397, 0.70419], [2.67369, 0.47546, 0.42745], [2.26571, 0.28634, -0.75738], [1.83417, 0.58151, 1.35749], [4.67312, 0.99287, -0.15222], [4.53275, -0.43293, 0.88010], [4.33307, 1.16220, 1.60167], [1.22905, 1.61016, -3.44040], [0.51495, 0.37135, -3.49597], [-0.45709, -0.10722, -2.32393], [-1.77186, 0.75823, -2.69490], [-3.01814, 0.35640, -2.11197], [-0.95051, -1.50318, -2.91638], [-0.14397, -2.68180, -3.00330], [2.02653, 1.54096, -4.17576], [1.65424, 1.76862, -2.45210], [0.55735, 2.42693, -3.70967], [-3.67076, 1.22823, -2.10231], [-2.88488, -0.02131, -1.09668], [-3.47029, -0.42412, -2.72256], [-0.82189, -3.52941, -2.94935], [0.57437, -2.74222, -2.19013], [0.37892, -2.68137, -3.95958]], "forces_ev_per_angstrom": [[0.30, -0.61, -0.97], [0.03, 0.02, 0.04], [-0.08, 0.09, -0.22], [0.01, -0.01, 0.03], [0.02, -0.02, 0.01], [-0.13, 0.08, 0.06], [0.09, -0.15, 0.16], [-0.16, -0.03, -0.27], [0.03, -0.01, 0.09], [0.02, -0.04, 0.01], [0.05, -0.05, 0.03], [-0.05, 0.49, 0.35], [0.01, 0.00, 0.00], [0.02, -0.03, 0.02], [0.01, 0.00, 0.00], [0.00, 0.00, 0.00], [0.04, 0.06, 0.00], [-0.02, 0.00, -0.01], [0.00, 0.00, 0.01], [0.00, 0.03, -0.02], [0.01, 0.01, 0.01], [-0.04, -0.02, -0.02], [-0.01, -0.01, 0.01], [0.01, 0.00, -0.01], [0.01, 0.01, -0.01], [-0.03, 0.01, 0.02], [-0.02, -0.02, -0.01], [-0.01, 0.01, 0.02], [0.01, 0.00, -0.01], [-0.03, -0.01, 0.00], [0.00, 0.00, 0.00], [-0.01, -0.01, 0.02], [0.01, 0.01, -0.01], [0.00, 0.00, -0.01], [0.01, 0.00, 0.01], [-0.05, -0.05, 0.05], [0.03, 0.09, -0.15], [-0.08, -0.09, 0.10], [0.12, 0.28, 0.01], [-0.11, -0.04, -0.05], [0.03, -0.02, 0.06], [0.00, 0.00, 0.00], [0.00, -0.01, 0.00], [0.00, 0.00, 0.00], [0.01, 0.01, 0.00], [0.01, -0.01, 0.00], [-0.01, 0.00, -0.01], [0.00, 0.00, 0.00], [0.00, 0.00, 0.00], [0.00, 0.00, 0.01], [0.02, -0.01, 0.00], [0.00, 0.02, -0.01], [0.01, 0.01, 0.01], [0.00, 0.00, -0.02], [0.01, 0.00, 0.00], [0.02, -0.01, -0.02], [0.00, 0.00, 0.00], [0.00, 0.00, 0.00], [0.00, 0.00, -0.01], [0.00, -0.01, 0.00], [0.05, 0.03, 0.00], [0.03, -0.02, 0.00], [0.01, -0.04, -0.02], [0.01, -0.04, 0.02], [0.07, 0.11, 0.03], [0.07, 0.27, 0.00], [-0.20, -0.16, 0.08], [-0.01, -0.01, 0.00], [0.00, 0.00, 0.00], [-0.01, 0.00, 0.00], [-0.10, -0.02, -0.02], [0.23, -0.01, -0.05], [-0.42, -0.10, 0.56], [0.03, 0.00, 0.07], [-0.10, -0.05, -0.02], [0.11, -0.04, -0.07], [-0.02, 0.08, -0.02], [0.01, 0.01, 0.01], [0.03, 0.00, 0.00], [0.01, 0.02, 0.03], [0.03, 0.01, 0.02], [0.00, 0.04, 0.01], [0.02, -0.01, 0.01], [0.00, -0.01, 0.00], [0.02, 0.00, 0.03], [0.01, -0.02, 0.01]]}

=====

{"formula": "C2H9N4O", "method": "wB97M-V/def2-TZVPD", "total_charge": 1, "e_tot_ha": -375.5163, "relative_energy_kj_mol": 475.7, "spin_multiplicity": 1, "gap_ev": 9.1700, "species": ["C", "C", "N", "N", "N", "N", "O", "H", "H", "H", "H", "H", "H", "H", "H", "H"], "positions_angstrom": [[1.90038, 1.85500, 0.25510], [0.90788, -0.30018, -0.19382], [1.74823, 0.72357, -0.26630], [-0.34643, -0.26962, -0.66229], [2.33006, -1.58903, 1.10275], [-3.69163, 0.43242, -0.65753], [1.27314, -1.50499, 0.18875], [2.60142, 2.51391, -0.22536], [1.31899, 2.22664, 1.11514], [-0.82120, -1.18057, -0.96930], [-0.67972, 0.56305, -1.11855], [1.98969, -2.23542, 1.68998], [3.14613, -1.96292, 0.75801], [-4.56003, 0.48479, -0.97033], [-3.59737, -0.62251, -0.32135], [-3.51955, 0.86585, 0.27509]], "forces_ev_per_angstrom": [[-0.64, 0.15, 0.31], [-0.92, -0.45, -0.03], [-0.25, -0.49, -0.17], [0.21, -1.51, -0.62], [-0.36, 4.08, 0.14], [6.33, -3.64, 3.91], [-0.19, -0.10, -1.18], [0.39, 0.26, 0.07], [0.25, -0.30, -0.25], [1.05, 1.87, 0.89], [-0.19, 0.15, -0.08], [-1.54, -2.72, 3.09], [2.06, -0.90, -2.22], [-4.97, 0.83, -1.36], [-0.33, 2.58, -1.27], [-0.90, 0.19, -1.23]]}

=====

F_max values (in Eh/bohr) by entry order: 0.083 0.050 0.023 0.161.